(1)
The following is a quantum chemistry calculation of a cluster of 3 separate species, C20H48NO5P in total at a distorted geometry, from the OMol25 dataset.

- LUMO energy: 0.043 eV
- Net charge: 0
- Gap between HOMO and LUMO: 9.265 eV

XYZ file:
```
75
Properties=species:S:1:pos:R:3:lowdin_charge:R:1
N 2.6566 -3.6884 3.5168 -0.075
C 1.7094 -2.5352 3.1227 -0.273
C 2.5961 -1.5258 2.1900 -0.198
C 1.7486 -0.5044 1.2378 -0.196
C 0.1293 -0.4870 1.4719 -0.177
C -0.3420 0.5339 2.7094 -0.224
O -1.7908 0.4443 2.9367 -0.271
P -2.1986 -0.5676 4.2921 0.777
O -1.0204 -1.4643 4.8444 -0.350
O -2.7913 0.3589 5.6874 -0.203
O -3.5224 -1.6923 3.9217 -0.277
C -3.1138 -2.5973 2.8134 -0.239
C -4.4263 -3.1606 1.9462 -0.117
C -5.1594 -1.7777 1.3611 -0.220
O -5.2321 -1.7805 -0.1241 -0.161
H 2.3988 -4.0794 4.4496 0.059
H 2.4371 -4.4322 2.7876 0.072
H 0.8027 -3.0496 2.5924 0.107
H 1.4403 -1.9921 4.1341 0.115
H 3.3067 -2.1663 1.5043 0.101
H 3.3010 -0.8994 2.9063 0.119
H 2.1330 0.5966 1.4893 0.122
H 1.9723 -0.7798 0.1121 0.097
H -0.3801 -1.5348 1.5698 0.088
H -0.3393 0.0098 0.4930 0.116
H -0.1422 1.6279 2.2754 0.139
H 0.3241 0.4356 3.6650 0.131
H -2.9712 -0.3625 6.3870 0.102
H -2.5297 -1.8998 2.0410 0.106
H -2.4104 -3.4577 3.1796 0.133
H -5.1549 -3.8132 2.5988 0.121
H -3.9752 -3.7325 1.0188 0.122
H -4.5360 -0.8016 1.6508 0.122
H -6.2584 -1.7219 1.7764 0.133
H -4.3256 -2.0034 -0.5137 0.102
C -1.1341 5.1031 -2.5447 -0.117
C -2.4908 5.2995 -1.8860 -0.274
C -2.4438 5.1820 -0.3603 -0.227
C -2.0098 3.8132 0.1773 -0.232
C -2.8613 2.6276 -0.2821 -0.270
C -4.3102 2.7151 0.1717 -0.107
H -0.7376 4.1004 -2.3619 0.065
H -1.2200 5.2324 -3.6284 0.070
H -0.4102 5.8347 -2.1729 0.075
H -3.2101 4.5878 -2.3042 0.099
H -2.8614 6.2986 -2.1448 0.105
H -3.4322 5.4344 0.0415 0.102
H -1.7570 5.9404 0.0339 0.109
H -2.0243 3.8511 1.2725 0.107
H -0.9675 3.6239 -0.1016 0.098
H -2.4251 1.7074 0.1254 0.086
H -2.8234 2.5279 -1.3734 0.102
H -4.3741 2.7704 1.2638 0.077
H -4.8616 1.8278 -0.1547 0.068
H -4.8134 3.5906 -0.2483 0.067
C 2.9845 -2.9931 -2.3372 -0.114
C 4.1494 -2.0371 -2.1318 -0.273
C 3.9135 -0.6564 -2.7497 -0.229
C 3.7385 -0.6426 -4.2729 -0.229
C 4.8997 -1.2376 -5.0724 -0.275
C 6.2080 -0.4853 -4.8846 -0.117
H 2.8109 -3.1964 -3.3976 0.067
H 3.1920 -3.9495 -1.8466 0.071
H 2.0645 -2.5849 -1.9078 0.067
H 5.0671 -2.4838 -2.5284 0.101
H 4.3099 -1.9112 -1.0544 0.094
H 4.7478 -0.0012 -2.4729 0.103
H 3.0197 -0.2118 -2.2962 0.100
H 3.5870 0.3941 -4.5944 0.109
H 2.8200 -1.1760 -4.5408 0.100
H 4.6366 -1.2155 -6.1370 0.105
H 5.0426 -2.2934 -4.8136 0.099
H 6.1005 0.5639 -5.1803 0.076
H 6.9920 -0.9322 -5.5038 0.070
H 6.5479 -0.5180 -3.8456 0.066
```

(2)
The following is a quantum chemistry calculation of a structure of composition C20H49AgCl3O13P3 at a distorted geometry, from the OMol25 dataset.

- LUMO energy (spin up / spin down): -3.853 / -5.670 eV
- 2S+1: 2
- Energy above the lowest of the compared OMol25 structures with the same formula, charge and spin: 24.1 kcal per mole
- Net charge: +1
- Gap between HOMO and LUMO (spin up / spin down): 8.515 / 6.698 eV

XYZ file:
```
89
Properties=species:S:1:pos:R:3:lowdin_charge:R:1
Ag -3.5252 7.3545 -17.6306 0.806
C -2.5013 3.9207 -18.0771 -0.160
O -2.8322 5.0825 -17.4165 -0.107
H -1.8058 4.0439 -18.9074 0.080
H -2.0470 3.3241 -17.2861 0.081
H -3.3146 3.2862 -18.4293 0.095
C -2.2421 10.5433 -23.4586 -0.047
C -2.3412 10.1028 -21.9852 -0.257
O -1.1221 9.3720 -21.6821 -0.189
P -0.9345 8.8994 -20.1119 0.600
O -2.1792 8.5114 -19.3994 -0.292
O 0.2256 7.7252 -20.3730 -0.179
C 0.5007 6.8286 -19.3124 -0.311
C 1.2453 5.6872 -19.9201 -0.073
O -0.0163 10.1073 -19.4201 -0.167
C 0.0523 10.1941 -18.0228 -0.341
C 0.7628 11.3871 -17.4843 -0.058
H -1.3863 11.1678 -23.7152 0.087
H -2.0997 9.6359 -24.0454 0.059
H -3.2092 10.9191 -23.7928 0.082
H -2.5033 10.9533 -21.3229 0.118
H -3.1877 9.4492 -21.7747 0.095
H 1.1400 7.3845 -18.6265 0.117
H -0.3213 6.3825 -18.7526 0.103
H 2.1251 5.9688 -20.4987 0.096
H 1.3736 5.0141 -19.0725 0.092
H 0.6678 5.1572 -20.6776 0.055
H -0.9841 10.1664 -17.6864 0.103
H 0.4061 9.2771 -17.5514 0.108
H 1.8257 11.3599 -17.7245 0.089
H 0.2891 12.3255 -17.7726 0.087
H 0.6466 11.3572 -16.4010 0.087
C -7.1831 9.3947 -22.8493 -0.050
C -7.1767 7.9239 -22.3975 -0.261
O -6.4668 7.8435 -21.1589 -0.178
P -5.2828 6.7685 -20.8890 0.515
O -4.5291 6.9365 -19.6339 -0.298
O -4.3574 6.8868 -22.2274 -0.173
C -3.1218 6.1738 -22.2624 -0.306
C -2.4036 6.6182 -23.4459 -0.064
O -5.9627 5.2866 -21.0683 -0.197
C -6.4415 4.6448 -19.8540 -0.234
C -7.5270 3.6154 -20.2982 -0.054
H -7.4154 9.4030 -23.9142 0.084
H -7.8763 9.9523 -22.2194 0.082
H -6.1973 9.8250 -22.6725 0.068
H -8.2143 7.6640 -22.1876 0.120
H -6.8417 7.2275 -23.1662 0.118
H -2.4531 6.3990 -21.4315 0.107
H -3.3186 5.1068 -22.3667 0.129
H -1.5703 5.9641 -23.7024 0.100
H -3.1319 6.5120 -24.2498 0.097
H -2.1584 7.6737 -23.3275 0.056
H -5.6031 4.2127 -19.3076 0.101
H -6.9639 5.4152 -19.2869 0.110
H -8.1867 4.0136 -21.0691 0.075
H -7.0382 2.8089 -20.8447 0.075
H -8.2027 3.2545 -19.5227 0.080
C 0.8197 2.3573 -21.3615 -0.063
C 0.1692 1.5135 -22.4785 -0.265
O -0.8941 0.7508 -21.9483 -0.195
P -0.5803 -0.7423 -21.3707 0.527
O 0.4580 -1.5034 -22.1022 -0.227
O -0.3031 -0.5005 -19.7957 -0.189
C -1.2485 0.1879 -18.9919 -0.285
C -0.7586 0.1076 -17.5529 -0.068
O -2.0721 -1.5107 -21.3213 -0.228
C -2.2254 -2.8403 -20.7703 -0.256
C -3.2637 -3.5082 -21.6989 -0.070
H 0.0030 2.7143 -20.7340 0.049
H 1.4307 1.7342 -20.7085 0.085
H 1.3155 3.2772 -21.6718 0.065
H -0.3030 2.1333 -23.2406 0.119
H 0.9481 0.9121 -22.9473 0.114
H -1.3439 1.2040 -19.3747 0.089
H -2.2576 -0.2138 -19.0838 0.116
H -0.7772 -0.9492 -17.2866 0.083
H 0.2392 0.4553 -17.2854 0.078
H -1.4584 0.5823 -16.8651 0.053
H -1.3348 -3.4685 -20.7535 0.119
H -2.6473 -2.7730 -19.7675 0.110
H -2.9165 -3.7617 -22.7005 0.080
H -3.5900 -4.4062 -21.1743 0.076
H -4.0781 -2.7945 -21.8230 0.074
C -1.7127 3.8564 -13.9756 -1.503
Cl -0.5042 2.8008 -14.7906 0.508
Cl -1.0200 5.1514 -13.0464 0.566
Cl -2.7334 2.7766 -12.9108 0.487
H -2.3325 4.2905 -14.7601 -0.014
```

no.,molecular weight (Da)
1,413.58
2,804.75